(1)
ORCA calculation (ωB97M-V/def2-TZVPD) on C4H9NO2 in the gas phase at a distorted geometry.

XYZ file:
```
16
C4H9NO2 | the OMol25 dataset | ωB97M-V/def2-TZVPD
C -1.32 1.26 -1.36
C -0.10 0.31 -0.92
O 1.19 0.95 -1.41
C -0.01 0.24 0.56
N 0.89 -1.01 0.91
C 0.46 -2.11 1.64
O -0.69 -2.40 1.80
H -1.26 1.30 -2.48
H -1.00 2.27 -1.02
H -2.14 0.72 -0.94
H -0.01 -0.58 -1.53
H 1.69 1.22 -0.69
H 0.33 1.18 1.06
H -1.05 -0.01 1.03
H 1.72 -0.69 1.22
H 1.29 -2.66 2.10
```

Values from the calculation:
HOMO energy = -10.07 eV
HOMO-LUMO gap = 0.396 hartree
electronic energy = -9877.75794 eV
LUMO = 0.7 eV
energy above the lowest of the compared OMol25 structures with the same formula, charge and spin = 2.303 eV

=====

(2)
ORCA calculation (ωB97M-V/def2-TZVPD) on 9 unconnected molecules or ions with the total composition C12H45N3O9 at a distorted geometry.

XYZ file:
```
69
C12H45N3O9 | the OMol25 dataset | ωB97M-V/def2-TZVPD
C -2.45 0.87 -4.20
O -3.15 0.36 -3.13
C -2.95 -1.03 -2.97
C -3.75 -1.47 -1.75
C -5.23 -1.55 -2.09
N -3.44 -0.56 -0.62
H -2.98 0.51 -5.12
H -1.37 0.65 -4.33
H -2.61 1.94 -4.19
H -3.37 -1.58 -3.80
H -1.87 -1.29 -2.86
H -3.38 -2.44 -1.43
H -5.38 -2.09 -3.04
H -5.56 -0.52 -2.19
H -5.74 -2.00 -1.26
H -4.08 -0.78 0.17
H -3.56 0.42 -0.89
C 1.28 3.31 4.47
O 1.59 1.95 4.67
C 1.73 1.27 3.44
C 1.86 -0.21 3.57
C 3.07 -0.60 4.44
N 2.02 -0.85 2.23
H 0.37 3.47 3.86
H 2.08 3.77 3.88
H 1.23 3.75 5.45
H 0.90 1.49 2.75
H 2.65 1.65 2.94
H 0.98 -0.56 4.05
H 2.92 -0.03 5.36
H 4.05 -0.30 3.99
H 3.02 -1.68 4.64
H 1.41 -0.38 1.56
H 2.97 -0.60 1.95
C 3.83 4.02 -2.99
O 3.41 2.68 -3.17
C 2.77 2.20 -2.00
C 2.28 0.76 -2.13
C 1.18 0.58 -3.18
N 1.96 0.20 -0.80
H 4.37 4.32 -3.87
H 4.49 4.08 -2.10
H 2.95 4.69 -2.85
H 3.46 2.31 -1.16
H 1.83 2.78 -1.73
H 3.13 0.22 -2.57
H 0.32 1.22 -2.96
H 0.84 -0.44 -3.30
H 1.61 0.93 -4.13
H 1.06 -0.24 -0.79
H 2.66 -0.42 -0.42
O -1.16 -4.65 0.32
H -0.95 -5.57 0.60
H -0.33 -4.17 0.50
O -3.68 -4.04 2.03
H -2.89 -4.29 1.51
H -3.35 -3.40 2.68
O -1.60 -1.08 3.32
H -1.39 -0.20 3.72
H -1.68 -0.82 2.37
O -0.68 -0.92 0.55
H -1.49 -0.72 0.05
H -0.38 -1.81 0.33
O -0.45 1.98 0.53
H 0.26 1.40 0.21
H -1.00 2.09 -0.25
O 1.48 -3.04 0.57
H 1.54 -2.45 1.35
H 2.38 -3.09 0.21
```

Values from the calculation:
HOMO energy = -9.66 eV
HOMO-LUMO gap = 0.368 hartree
electronic energy = -36071.05830 eV
LUMO = 0.4 eV
energy above the lowest of the compared OMol25 structures with the same formula, charge and spin = 0.612 eV

=====

(3)
ORCA calculation (ωB97M-V/def2-TZVPD) on 2 unconnected molecules or ions with the total composition C3H3ClO2 at a distorted geometry.

XYZ file:
```
9
C3H3ClO2 | the OMol25 dataset | ωB97M-V/def2-TZVPD
O -1.80 0.87 0.31
C -0.57 0.80 0.66
C 0.49 0.84 1.23
Cl 2.06 0.66 1.75
H -1.94 -0.08 -0.02
C 0.48 -0.76 -0.94
O -0.51 -1.42 -0.96
H 1.38 -1.22 -0.64
H 0.42 0.30 -1.39
```

Values from the calculation:
HOMO energy = -9.36 eV
HOMO-LUMO gap = 0.369 hartree
electronic energy = -19772.89682 eV
LUMO = 0.7 eV
energy above the lowest of the compared OMol25 structures with the same formula, charge and spin = 3.792 eV

=====

(4)
ORCA calculation (ωB97M-V/def2-TZVPD) on 3 unconnected molecules or ions with the total composition C3H14NO4 at a distorted geometry.

XYZ file:
```
22
C3H14NO4 | the OMol25 dataset | ωB97M-V/def2-TZVPD
C -0.14 -0.95 0.58
O 1.26 -1.10 0.50
C -0.35 0.16 -0.49
C -1.82 0.49 -0.80
O -2.75 -0.29 -0.15
N 0.36 1.49 -0.28
H -0.19 -0.71 1.64
H -0.85 -1.79 0.43
H 1.54 -2.01 0.76
H 0.17 -0.21 -1.45
H -2.00 1.60 -0.73
H -1.99 0.37 -1.87
H -2.68 -0.24 0.83
H -0.29 2.25 -0.43
H 0.63 1.48 0.75
H 1.18 1.59 -0.90
H 1.71 1.05 2.49
H 0.28 1.30 3.20
O 0.81 1.37 2.40
H 1.94 -2.05 -2.66
H 2.28 -1.34 -1.24
O 1.87 -1.27 -2.11
```

Values from the calculation:
HOMO energy = -14.26 eV
net charge = +1
HOMO-LUMO gap = 0.411 hartree
electronic energy = -13010.62363 eV
LUMO = -3.1 eV
energy above the lowest of the compared OMol25 structures with the same formula, charge and spin = 2.005 eV

=====

(5)
ORCA calculation (ωB97M-V/def2-TZVPD) on C3H3BrO in the gas phase at a distorted geometry.

XYZ file:
```
8
C3H3BrO | the OMol25 dataset | ωB97M-V/def2-TZVPD
Br 2.48 0.02 0.41
C 0.91 -0.80 -0.20
C -0.50 0.13 -0.27
C -1.35 1.10 -0.05
O -1.28 0.53 1.15
H 1.03 -1.06 -1.25
H 0.82 -1.66 0.60
H -2.11 1.74 -0.39
```

Values from the calculation:
HOMO energy = -8.31 eV
HOMO-LUMO gap = 0.320 hartree
electronic energy = -75244.18370 eV
LUMO = 0.4 eV
energy above the lowest of the compared OMol25 structures with the same formula, charge and spin = 4.346 eV

=====

(6)
ORCA calculation (ωB97M-V/def2-TZVPD) on a molecular structure, C17H23CdN4OPSSbSe4 at a distorted geometry.

XYZ file:
```
53
C17H23CdN4OPSSbSe4 | the OMol25 dataset | ωB97M-V/def2-TZVPD
Cd -4.30 -19.38 -2.70
Se -4.93 -24.54 -1.64
Sb -5.79 -22.37 -2.34
Se -5.17 -20.52 -0.65
Se -4.35 -21.33 -4.31
Se -8.22 -22.24 -2.91
C -1.66 -15.81 -3.85
C -0.41 -16.42 -4.10
C -0.27 -17.72 -3.77
C -1.32 -18.42 -3.20
N -2.49 -17.83 -2.89
C -2.66 -16.59 -3.29
C -1.16 -19.89 -2.79
C -0.58 -20.81 -3.69
C -0.61 -22.16 -3.26
C -1.17 -22.48 -2.03
C -1.63 -21.45 -1.21
N -1.70 -20.19 -1.61
H -1.75 -14.75 -3.98
H 0.45 -15.98 -4.56
H 0.65 -18.18 -4.03
H -3.62 -16.20 -3.07
H -0.11 -20.49 -4.60
H -0.26 -23.00 -3.83
H -1.28 -23.53 -1.72
H -2.09 -21.77 -0.28
C -7.76 -16.16 -3.93
P -7.07 -17.82 -3.70
C -7.29 -18.66 -5.25
C -8.18 -18.53 -2.49
O -5.61 -17.63 -3.24
H -8.85 -16.08 -4.02
H -7.26 -15.59 -4.70
H -7.43 -15.61 -3.03
H -8.34 -18.76 -5.50
H -6.88 -19.66 -5.16
H -6.65 -18.20 -5.98
H -9.21 -18.33 -2.76
H -7.99 -18.12 -1.54
H -8.08 -19.58 -2.37
C -0.82 -15.80 2.50
N -1.54 -16.78 1.73
C -2.90 -16.93 1.86
C -3.25 -17.90 1.01
N -2.11 -18.36 0.37
C -1.02 -17.69 0.87
S 0.57 -17.99 0.44
H -1.47 -14.94 2.72
H 0.03 -15.46 1.93
H -0.43 -16.30 3.41
H -3.47 -16.34 2.57
H -4.18 -18.41 0.88
H -2.07 -19.04 -0.42
```

Values from the calculation:
HOMO energy = -4.07 eV
net charge = -1
HOMO-LUMO gap = 0.225 hartree
electronic energy = -318628.33368 eV
LUMO = 2.1 eV
energy above the lowest of the compared OMol25 structures with the same formula, charge and spin = 0.567 eV